C16H44NbO9P2 | ωB97M-V with the def2-TZVPD basis set

CARTESIAN COORDINATES (ANGSTROEM)
C 2.58253 1.88211 0.42807
O 2.68421 3.26701 0.21023
C 2.35020 3.62815 -1.11135
C 0.82791 3.79789 -1.40418
C -0.09561 3.80483 -0.17058
Nb -2.04651 2.69400 -0.64261
H 1.52751 1.58977 0.48904
H 3.09131 1.60725 1.35072
H 3.03597 1.29049 -0.37886
H 2.90854 4.51533 -1.41267
H 2.71927 2.82180 -1.76127
H 0.55327 3.07050 -2.16922
H 0.70547 4.76898 -1.89078
H -0.42394 4.82639 0.02997
H 0.31325 3.30925 0.70441
H -2.85333 4.18038 -1.37544
H -1.52585 2.18024 -2.32930
H -1.20480 1.19945 0.08016
H -2.72153 3.12856 1.01726
H -3.54236 1.63528 -0.86377
O -1.99715 -0.98805 2.71903
P -2.72513 -0.53338 3.93433
O -1.42617 0.19856 4.65250
C -0.96030 1.44334 4.10871
C -1.90106 2.59934 4.39515
O -2.81833 -1.95284 4.75578
C -2.75891 -3.20435 4.07645
C -1.34706 -3.75640 4.08021
O -3.73591 0.21923 4.97233
C -3.93829 -0.16438 6.33570
C -2.70706 -0.15289 7.21399
H -0.80290 1.33812 3.03117
H 0.00971 1.63414 4.56956
H -2.84705 2.47845 3.86483
H -1.45455 3.54047 4.07397
H -2.13058 2.65866 5.46096
H -3.14725 -3.11670 3.06301
H -3.42163 -3.88834 4.61271
H -0.62174 -2.99943 3.78524
H -1.26207 -4.60731 3.40228
H -1.07166 -4.08697 5.08404
H -4.43987 -1.13086 6.37733
H -4.64953 0.56607 6.72752
H -1.99567 -0.92484 6.93007
H -3.00178 -0.33667 8.25005
H -2.19290 0.80532 7.15950
O 1.53420 -1.83354 -6.74930
P 1.40120 -1.55385 -5.30108
O 2.85119 -0.96766 -4.84091
C 3.23578 0.33844 -5.28214
C 2.45375 1.43856 -4.58464
O 1.45750 -3.07494 -4.69163
C 1.28622 -4.22096 -5.51730
C 2.62567 -4.78174 -5.95474
O 0.53073 -0.99285 -4.09155
C 0.49068 -1.54973 -2.75993
C 1.81488 -1.60780 -2.03678
H 3.11957 0.40959 -6.36790
H 4.29734 0.43939 -5.05619
H 1.39963 1.41635 -4.86775
H 2.85395 2.41853 -4.84886
H 2.49655 1.31965 -3.50272
H 0.65323 -3.99361 -6.37337
H 0.75540 -4.96513 -4.91884
H 3.28346 -3.99840 -6.32953
H 2.49521 -5.53410 -6.73487
H 3.13597 -5.24750 -5.10949
H 0.01152 -2.52637 -2.78283
H -0.17528 -0.89355 -2.20466
H 2.50152 -2.31969 -2.49243
H 1.64614 -1.92138 -1.00559
H 2.30335 -0.63358 -2.03132

Values from the calculation:
F_max in eV Å⁻¹: 7.57
Orbital gap in Eh: 0.234
HOMO in Eh: -0.1686
Charge: -1

---

C16H44O6P | ωB97M-V with the def2-TZVPD basis set

CARTESIAN COORDINATES (ANGSTROEM)
C 1.45914 0.62919 -3.31197
C 0.47766 1.35586 -3.43806
P -1.05305 2.19387 -4.07644
C -2.52871 1.48568 -3.14051
C -2.85232 0.07435 -3.84080
H 2.27192 -0.15307 -3.41009
H -1.26405 1.82271 -5.44894
H -0.90038 3.59836 -3.91630
H -3.42051 2.16476 -3.29026
H -2.30264 1.29709 -2.04827
H -3.05064 0.27390 -4.94108
H -1.89156 -0.54218 -3.81914
H -3.69513 -0.48438 -3.33903
C 1.42564 -3.93352 -4.08070
C 2.80971 -3.97859 -3.46508
O 3.19729 -2.67209 -3.04419
H 1.40849 -3.25257 -4.93605
H 1.11351 -4.92540 -4.41390
H 0.69434 -3.55894 -3.35839
H 3.53968 -4.33291 -4.19438
H 2.83163 -4.64863 -2.60196
H 2.54493 -2.37826 -2.39386
C 2.67624 -4.56160 1.51422
C 2.20724 -3.42578 0.62800
O 1.42048 -3.93581 -0.44785
H 3.26617 -5.27826 0.93818
H 3.28475 -4.18716 2.34006
H 1.82330 -5.10757 1.92602
H 3.06212 -2.89620 0.20175
H 1.60495 -2.70958 1.19594
H 0.66462 -4.39641 -0.06138
C -1.43216 -1.05711 1.14698
C -1.71462 -1.75531 2.46392
O -0.52671 -2.35900 2.94824
H -1.05212 -1.76988 0.40998
H -2.33660 -0.58738 0.75014
H -0.66382 -0.28856 1.27415
H -2.46463 -2.53683 2.33033
H -2.08420 -1.04826 3.21362
H 0.12915 -1.65700 3.07042
C -3.53352 5.06622 -0.05622
C -3.41331 4.58776 -1.48978
O -4.41735 3.61752 -1.77574
H -3.43499 4.22699 0.63627
H -2.76304 5.80537 0.17253
H -4.51432 5.51394 0.12256
H -2.43839 4.12162 -1.65688
H -3.52203 5.42281 -2.18916
H -5.27496 4.03922 -1.63484
C 3.80423 0.41004 4.72815
C 3.00715 -0.86738 4.55305
O 1.62837 -0.56629 4.35660
H 3.43097 0.98020 5.58160
H 4.86250 0.19145 4.88582
H 3.70541 1.05158 3.84766
H 3.09044 -1.49458 5.44158
H 3.36961 -1.43837 3.69167
H 1.55937 -0.01660 3.56438
C -0.31752 4.09631 2.28418
C -0.43253 2.59610 2.11603
O -0.21672 1.93512 3.35604
H 0.66687 4.37061 2.66933
H -0.47795 4.60400 1.32986
H -1.05310 4.46087 3.00637
H 0.31582 2.23490 1.40725
H -1.42523 2.32316 1.74028
H -0.88485 2.24991 3.97807

Values from the calculation:
F_max in eV Å⁻¹: 2.92
Orbital gap in Eh: 0.294
HOMO in Eh: -0.4357
Charge: +1

---

C16H46B3BrO20P4 | ωB97M-V with the def2-TZVPD basis set

CARTESIAN COORDINATES (ANGSTROEM)
C 0.83424 0.05837 -4.39708
C 1.37157 -1.36107 -4.86997
C 2.86721 -1.23146 -5.32962
C 3.86990 -1.09846 -4.12577
O 4.13671 -2.37746 -3.51639
B 4.51720 -2.27966 -2.18251
O 4.30555 -3.43730 -1.36831
B 4.27538 -3.02628 -0.01923
O 3.59642 -1.78684 0.28155
B 4.25186 -0.80469 -0.49283
Br 3.90421 1.10214 -0.05390
O 5.12712 -1.14998 -1.56239
H 1.55864 0.83363 -4.74018
H 0.78288 0.08469 -3.28438
H -0.15816 0.26429 -4.87733
H 1.24627 -2.12646 -4.06894
H 0.78895 -1.70020 -5.75883
H 2.98139 -0.29124 -5.92374
H 3.11431 -2.09996 -5.98160
H 3.51677 -0.34543 -3.38728
H 4.82354 -0.71893 -4.57409
H 4.80878 -3.68449 0.80515
C -5.50341 -0.70386 -7.23426
O -4.54820 0.27829 -6.83676
P -3.68338 0.01816 -5.51437
O -3.04608 -1.30841 -5.45585
O -4.69878 0.33078 -4.31856
C -5.65595 -0.65972 -3.93138
O -2.67433 1.24353 -5.48216
C -3.02856 2.44477 -4.79633
H -5.34458 -0.94844 -8.28333
H -5.42247 -1.61826 -6.64598
H -6.50394 -0.28645 -7.11042
H -5.30027 -1.66636 -4.14912
H -6.59437 -0.47447 -4.45712
H -5.82935 -0.57209 -2.85986
H -3.14905 2.24576 -3.73167
H -3.94545 2.87354 -5.20348
H -2.21610 3.16002 -4.91891
C -5.57186 -2.81044 2.30622
O -6.84843 -2.82099 1.66731
P -7.16165 -1.71380 0.55585
O -6.11891 -1.57432 -0.47546
O -7.45309 -0.38417 1.39947
C -6.35668 0.38109 1.89986
O -8.59125 -2.13228 0.01114
C -9.77207 -1.60338 0.61657
H -5.14239 -3.80944 2.25604
H -4.88170 -2.10952 1.83576
H -5.70840 -2.53058 3.35198
H -5.46989 0.26342 1.27737
H -6.13807 0.06921 2.92199
H -6.64651 1.43065 1.90673
H -9.80781 -0.52215 0.48506
H -9.81511 -1.85344 1.67762
H -10.63605 -2.03568 0.11390
C 7.53781 -2.55844 4.08365
O 6.86546 -2.66848 5.33654
P 5.41234 -3.34041 5.37291
O 5.32162 -4.63383 4.67480
O 4.43754 -2.20208 4.80895
C 4.34284 -2.00217 3.39916
O 5.07125 -3.38939 6.92114
C 4.38796 -2.29810 7.53919
H 8.54362 -2.96278 4.18441
H 7.02126 -3.10030 3.29048
H 7.60065 -1.50281 3.81368
H 4.55867 -2.91767 2.85201
H 5.04064 -1.21716 3.10167
H 3.33035 -1.67971 3.16303
H 3.39218 -2.18901 7.11017
H 4.94854 -1.36890 7.42606
H 4.27863 -2.52073 8.59965
C 1.86621 7.44412 3.53957
O 1.54674 6.40809 2.61233
P 1.57072 4.88912 3.11754
O 0.82535 4.64938 4.36465
O 3.12827 4.51932 3.18294
C 3.89853 4.93604 4.30903
O 1.04900 4.07734 1.85907
C 1.97618 3.58464 0.89041
H 1.08508 8.20175 3.50731
H 1.94921 7.07119 4.56088
H 2.81546 7.89459 3.24487
H 3.28044 5.03549 5.20116
H 4.38066 5.88797 4.08188
H 4.66753 4.18745 4.49379
H 2.63926 2.85862 1.35156
H 2.55607 4.40004 0.45359
H 1.41727 3.08259 0.10171

Values from the calculation:
F_max in eV Å⁻¹: 2.81
Orbital gap in Eh: 0.385
HOMO in Eh: -0.3777